Record 1
ORCA calculation (wB97M-V/def2-TZVPD) on one molecule with the formula C19H31N3O2.

For the molar mass, the calculation gives 333.476 g mol⁻¹. The value obtained for the LUMO energy is 0.7 eV. Its spin multiplicity is 1. The value obtained for the calculated total energy is -1057.3009 Ha. The calculation puts the orbital gap at 7.94 eV. As for the SMILES: COc1ccc(N2CCC(N3CCN(C)[C@@H](CCO)C3)CC2)cc1. As for the net charge: 0. As for the energy relative to the best compared isomer or geometry (same formula, charge and spin): 47.4 kcal per mole.

CARTESIAN COORDINATES (ANGSTROEM)
C 6.20305 2.90835 0.30593
O 6.08648 1.79884 -0.54624
C 5.11688 0.87044 -0.26775
C 4.22046 0.93544 0.78713
C 3.26916 -0.05648 0.96491
C 3.17962 -1.15218 0.10657
N 2.28097 -2.20024 0.29628
C 1.44673 -2.23197 1.47695
C 0.16294 -1.40946 1.31722
C -0.62101 -1.92866 0.10100
N -1.87891 -1.25333 -0.18065
C -2.96509 -1.61375 0.70459
C -4.26578 -1.09174 0.10812
N -4.23502 0.35544 -0.01582
C -5.51046 0.84031 -0.50309
C -3.10926 0.74935 -0.85703
C -2.99590 2.27404 -0.99648
C -2.92104 3.00857 0.34726
O -1.63539 3.01616 0.92391
C -1.81612 0.19345 -0.25085
C 0.29677 -1.90465 -1.12563
C 1.56257 -2.72450 -0.84704
C 4.10985 -1.21264 -0.94038
C 5.04833 -0.22494 -1.12767
H 6.43715 2.60652 1.33273
H 5.29074 3.51522 0.30742
H 7.02655 3.50119 -0.08988
H 4.23739 1.75875 1.48464
H 2.59182 0.05214 1.79651
H 2.02592 -1.89717 2.33853
H 1.17642 -3.28125 1.64841
H 0.41772 -0.36043 1.16371
H -0.44215 -1.49139 2.22180
H -0.88504 -2.97842 0.28993
H -3.01822 -2.70193 0.78878
H -2.84100 -1.18423 1.71349
H -5.09876 -1.36154 0.76228
H -4.42069 -1.57285 -0.87459
H -6.30132 0.42596 0.12073
H -5.70414 0.54809 -1.54778
H -5.55428 1.92403 -0.42511
H -3.22594 0.31843 -1.87261
H -3.84733 2.65515 -1.56050
H -2.09745 2.49705 -1.57947
H -3.56338 2.50771 1.07346
H -3.27209 4.04329 0.21551
H -1.01833 3.41719 0.30154
H -0.98025 0.48500 -0.88785
H -1.68537 0.64466 0.74325
H 0.59653 -0.88081 -1.35510
H -0.23602 -2.30855 -1.98668
H 2.20206 -2.72142 -1.72776
H 1.28908 -3.76247 -0.62686
H 4.11415 -2.05811 -1.61053
H 5.75642 -0.28561 -1.93923

---

Record 2
ORCA calculation (wB97M-V/def2-TZVPD) on a 7-piece molecular cluster, C19H31O19P3S overall at a distorted geometry.

For the molar mass, the calculation gives 688.427 g mol⁻¹. The value obtained for the LUMO energy is -0.1 eV. Its spin multiplicity is 1. The value obtained for the calculated total energy is -3594.3903 Ha. The calculation puts the orbital gap at 8.36 eV. As for the SMILES: CP(O)#[PH][PH2]=S.O=C1OCCO1.O=C1OCCO1.O=C1OCCO1.O=C1OCCO1.O=C1OCCO1.O=C1OCCO1. As for the net charge: 0.

CARTESIAN COORDINATES (ANGSTROEM)
C 3.56740 2.23209 6.36442
P 2.40699 1.46246 7.70982
O 3.42116 0.19937 8.43537
P 0.73329 0.38429 6.82277
P -0.99499 1.70132 6.44886
S -1.32324 1.61624 4.49628
H 3.03303 3.01990 5.68373
H 3.98816 1.31211 5.73187
H 4.42030 2.78700 6.96593
H 3.52750 -0.47111 7.67169
H 1.16315 -0.11681 5.51070
H -2.13757 1.01032 7.06221
H -0.81886 3.04822 6.93475
O -0.25677 4.09640 -1.39232
C -0.92579 4.20998 -0.37881
O -1.04680 5.36360 0.34091
C -2.07053 5.14806 1.29404
C -2.09030 3.66168 1.44663
O -1.65036 3.19903 0.18389
H -1.84050 5.65999 2.23247
H -3.01228 5.54022 0.89605
H -1.39277 3.31090 2.21455
H -3.08960 3.27988 1.67307
O 4.74893 0.69639 -0.39340
C 3.82808 0.98428 -1.13962
O 3.85529 0.82729 -2.49538
C 2.53907 1.05641 -2.96228
C 1.93778 1.90698 -1.89085
O 2.63611 1.50655 -0.72719
H 2.55418 1.55877 -3.93339
H 2.02869 0.09332 -3.06749
H 2.11199 2.97517 -2.05795
H 0.86385 1.73554 -1.77708
O 0.58500 -0.23265 -5.21908
C 0.46058 0.75452 -5.92456
O -0.73822 1.28672 -6.30289
C -0.46042 2.53281 -6.91365
C 0.95431 2.38331 -7.37101
O 1.50275 1.47039 -6.43940
H -1.14845 2.72017 -7.74260
H -0.57725 3.32592 -6.16772
H 1.02582 1.95054 -8.37446
H 1.49983 3.33080 -7.35289
O 0.19247 -2.37566 6.14614
C 0.65203 -3.09958 7.01356
O 0.09735 -3.27193 8.24892
C 0.78815 -4.34315 8.86393
C 2.10407 -4.35476 8.15597
O 1.78910 -3.84228 6.87524
H 0.89478 -4.16972 9.93827
H 0.22055 -5.26632 8.70688
H 2.83947 -3.69584 8.62959
H 2.52597 -5.36056 8.07835
O -4.60753 -0.02094 -8.03876
C -4.14797 -0.74486 -7.17134
O -4.70265 -0.91722 -5.93599
C -4.01185 -1.98843 -5.32097
C -2.69593 -2.00004 -6.02893
O -3.01090 -1.48756 -7.30966
H -3.90522 -1.81501 -4.24664
H -4.57945 -2.91161 -5.47803
H -1.96053 -1.34113 -5.55532
H -2.27403 -3.00584 -6.10655
O -3.56903 -4.64068 -2.83487
C -2.40958 -4.28375 -2.70854
O -1.87070 -3.80732 -1.54832
C -0.47238 -3.72182 -1.74918
C -0.34469 -3.61368 -3.23410
O -1.48209 -4.30794 -3.70995
H -0.05881 -2.85216 -1.23123
H -0.00242 -4.62845 -1.35389
H -0.39142 -2.57680 -3.58337
H 0.57462 -4.07333 -3.60728

---

Which of these has the highest calculated total energy? C19H31N3O2